Entry 1:
{
  "formula": "C6H10NOP",
  "method": "ωB97M-V/def2-TZVPD",
  "elements": ["C", "P", "C", "N", "C", "C", "O", "C", "C", "H", "H", "H", "H", "H", "H", "H", "H", "H", "H"],
  "positions_angstrom": [[2.4852, 1.1571, -0.4930], [2.2055, -0.3030, 0.5793], [0.4166, -0.2550, 0.2201], [-0.4468, 0.8740, 0.4823], [-1.5897, 0.4152, 0.2013], [-2.8149, 1.2838, 0.2282], [-1.6450, -0.8853, -0.2406], [-0.2995, -1.2733, -0.2679], [0.0156, -2.5869, -0.8062], [3.4603, 1.5145, -0.4963], [1.6219, 1.7677, -0.3560], [2.2573, 0.7596, -1.5762], [2.1360, 0.4078, 1.7686], [-3.4982, 0.8474, -0.4765], [-3.2661, 1.2198, 1.2413], [-2.5257, 2.3322, 0.0004], [-0.3418, -2.6437, -1.8781], [1.0538, -2.8827, -0.8994], [-0.4338, -3.4457, -0.3403]],
  "forces_ev_per_a": [[-1.83, -2.46, -2.84], [-0.32, -0.10, -0.78], [0.26, 0.37, 0.76], [1.95, -1.51, -0.02], [-1.25, 0.52, -0.40], [0.30, -0.59, 0.79], [0.55, 0.73, -0.19], [-0.81, 0.57, 0.88], [-0.29, -1.24, -2.38], [1.48, 1.20, 0.21], [0.12, 1.34, 0.45], [0.76, 0.51, 1.78], [-0.11, 0.21, 0.63], [-0.61, 0.28, -0.38], [0.14, 0.22, -0.62], [-0.31, -0.87, 0.11], [0.16, 0.16, 0.97], [0.43, 0.73, 0.39], [-0.61, -0.07, 0.63]],
  "orbital_gap_ev": 9.872,
  "energy_ev": -19209.609,
  "de_lowest_kcal_mol": 6.91,
  "smiles": "CPc1nc(C)oc1C"
}


Entry 2:
{
  "formula": "C27H84BrFNO18",
  "method": "ωB97M-V/def2-TZVPD",
  "elements": ["C", "C", "C", "Br", "C", "O", "C", "C", "C", "C", "F", "C", "C", "C", "O", "N", "H", "H", "H", "H", "H", "H", "H", "H", "H", "H", "H", "H", "H", "H", "H", "H", "H", "H", "H", "H", "C", "O", "H", "H", "H", "H", "C", "O", "H", "H", "H", "H", "C", "O", "H", "H", "H", "H", "C", "O", "H", "H", "H", "H", "C", "O", "H", "H", "H", "H", "C", "O", "H", "H", "H", "H", "C", "O", "H", "H", "H", "H", "C", "O", "H", "H", "H", "H", "C", "O", "H", "H", "H", "H", "C", "O", "H", "H", "H", "H", "C", "O", "H", "H", "H", "H", "C", "O", "H", "H", "H", "H", "C", "O", "H", "H", "H", "H", "C", "O", "H", "H", "H", "H", "C", "O", "H", "H", "H", "H", "C", "O", "H", "H", "H", "H"],
  "positions_angstrom": [[-3.2898, -3.0136, -1.7765], [-2.8592, -3.1487, -0.2930], [-2.3204, -4.5548, 0.0567], [-3.6460, -5.5319, 1.0631], [-0.9495, -4.6314, 0.7922], [-0.7804, -5.8997, 1.3776], [-0.5670, -3.4967, 1.7564], [0.4784, -2.5713, 1.0278], [0.1305, -1.0839, 1.0977], [0.4186, -0.5437, 2.4806], [1.7564, -0.7290, 2.8434], [0.4695, -3.1051, -0.4023], [1.6210, -2.7802, -1.3468], [1.2947, -1.5099, -2.0989], [1.9777, -0.5178, -2.0668], [0.2045, -4.5829, -0.1880], [-4.3717, -2.9003, -1.8527], [-2.9748, -3.8889, -2.3488], [-2.8025, -2.1323, -2.2038], [-2.1202, -2.3869, -0.0880], [-3.7220, -2.9274, 0.3382], [-2.2193, -5.1203, -0.8727], [-0.9603, -5.8501, 2.3240], [-1.4078, -2.9602, 2.2026], [-0.0472, -3.9519, 2.6051], [1.4330, -2.7205, 1.5428], [0.6480, -0.5093, 0.3253], [-0.9347, -0.9333, 0.9068], [-0.1898, -1.0505, 3.2373], [0.1758, 0.5237, 2.5292], [-0.4426, -2.7181, -0.8578], [1.7198, -3.5703, -2.1052], [2.5829, -2.6952, -0.8368], [0.3532, -1.5319, -2.6720], [0.0838, -5.0898, -1.0646], [1.0010, -4.9868, 0.3187], [-0.7949, -1.0699, 6.0780], [-0.5553, -2.1983, 5.2258], [-1.1825, -0.2716, 5.4484], [-1.5365, -1.3020, 6.8436], [0.1269, -0.7312, 6.5559], [-0.2028, -2.9032, 5.7753], [4.3833, 1.4470, -1.2419], [5.4323, 1.5919, -0.2850], [4.6220, 2.1079, -2.0719], [4.3216, 0.4200, -1.6026], [3.4218, 1.7379, -0.8137], [5.2409, 1.0196, 0.4620], [-2.5579, 0.8529, -0.8034], [-1.5501, 0.1917, -1.5933], [-3.0084, 0.1167, -0.1459], [-2.1089, 1.6520, -0.2096], [-3.3361, 1.2658, -1.4445], [-1.1641, 0.8523, -2.1766], [8.4759, -0.5375, 0.3552], [8.6334, 0.5424, -0.5488], [9.4707, -0.8350, 0.6775], [7.8989, -0.2462, 1.2391], [7.9931, -1.3990, -0.1175], [7.7540, 0.8223, -0.8262], [2.3977, -7.9620, 2.6706], [1.9221, -6.8516, 1.9079], [3.4782, -7.8682, 2.7273], [1.9930, -7.9551, 3.6848], [2.1525, -8.9105, 2.1898], [0.9666, -6.8991, 1.8345], [2.8054, -0.5879, 5.6995], [2.4690, -0.4998, 7.0806], [1.8905, -0.8418, 5.1753], [3.1859, 0.3630, 5.3148], [3.5468, -1.3696, 5.5131], [3.2585, -0.2794, 7.5809], [-6.5233, 0.4636, -0.4175], [-5.4228, -0.1331, 0.2849], [-6.1679, 1.4101, -0.8176], [-6.8486, -0.1700, -1.2462], [-7.3658, 0.6578, 0.2421], [-5.7379, -0.9618, 0.6534], [5.1075, 4.4660, -3.9326], [4.1256, 4.3832, -4.9639], [5.4657, 5.4903, -3.8896], [4.6472, 4.2125, -2.9681], [5.9507, 3.8053, -4.1244], [3.8139, 3.4688, -4.9723], [-10.1948, 2.9239, 0.7034], [-9.1808, 2.2603, -0.0577], [-10.6613, 2.1676, 1.3290], [-9.7735, 3.6991, 1.3451], [-10.9569, 3.3670, 0.0624], [-8.7636, 2.9196, -0.6174], [-13.8035, 4.8595, 1.3828], [-12.7051, 4.2551, 2.0589], [-13.4608, 5.8270, 1.0250], [-14.1287, 4.2639, 0.5256], [-14.6530, 5.0158, 2.0514], [-12.9956, 3.4013, 2.3886], [1.5703, 1.7594, -5.9758], [2.6306, 1.8672, -5.0285], [1.7962, 2.4508, -6.7824], [1.5044, 0.7493, -6.3863], [0.6101, 2.0369, -5.5348], [2.4596, 1.2680, -4.2970], [1.9512, 3.2951, 3.4754], [0.8016, 2.9046, 4.2203], [1.6193, 3.9589, 2.6814], [2.6671, 3.8294, 4.1040], [2.4458, 2.4264, 3.0285], [1.0952, 2.3251, 4.9285], [4.0103, 8.2100, -4.1075], [3.0637, 8.0986, -5.1611], [4.3348, 9.2469, -4.0706], [3.5675, 7.9407, -3.1436], [4.8789, 7.5768, -4.3029], [2.7915, 7.1781, -5.2139], [9.4331, 4.5479, -4.3675], [8.3343, 3.8802, -3.7536], [9.0195, 5.1911, -5.1402], [9.9795, 5.1661, -3.6514], [10.1253, 3.8422, -4.8326], [8.6826, 3.3059, -3.0664], [-5.8374, -8.7807, -0.5243], [-5.1290, -8.9477, 0.6976], [-6.1778, -9.7668, -0.8284], [-6.7103, -8.1340, -0.4035], [-5.1964, -8.3760, -1.3134], [-4.8167, -8.0870, 0.9848], [2.6636, 4.7659, -0.3559], [1.6590, 4.8706, -1.3614], [2.1786, 4.9110, 0.6064], [3.1272, 3.7780, -0.3745], [3.4316, 5.5318, -0.4852], [2.0814, 4.7632, -2.2187]],
  "forces_ev_per_a": [[0.29, 0.10, 0.37], [-0.38, -0.25, -0.32], [0.36, 0.41, -0.38], [-0.20, 0.03, 0.21], [-0.20, -0.50, 0.81], [0.09, -0.01, -0.13], [0.50, 0.28, 0.30], [-0.66, -0.13, 0.29], [0.20, -0.15, 0.09], [-0.58, 0.43, 0.26], [-0.11, 0.03, -0.40], [-0.11, 0.18, -0.07], [0.22, -0.44, 0.21], [0.38, 0.71, 0.10], [-0.28, -0.52, -0.15], [0.39, 0.89, -0.22], [0.15, -0.05, -0.16], [-0.15, 0.07, -0.11], [-0.25, -0.07, -0.08], [0.12, 0.14, 0.24], [0.26, 0.02, 0.09], [0.04, -0.12, 0.12], [-0.23, 0.03, -0.04], [-0.09, -0.05, -0.40], [-0.13, -0.04, -0.06], [0.13, -0.04, -0.45], [0.16, -0.03, 0.15], [-0.02, 0.01, -0.01], [0.16, -0.07, -0.07], [0.28, -0.08, 0.02], [-0.06, -0.17, -0.19], [-0.06, 0.07, 0.04], [-0.10, 0.08, 0.02], [-0.09, -0.03, -0.09], [-0.23, -0.18, 0.10], [0.07, -0.26, -0.12], [0.07, 0.01, -0.01], [-0.02, 0.00, -0.02], [-0.02, 0.00, -0.02], [-0.02, 0.00, -0.01], [-0.08, -0.01, 0.03], [0.04, -0.02, 0.03], [0.22, -0.07, 0.21], [0.10, -0.01, -0.14], [-0.02, -0.01, -0.01], [-0.06, 0.00, -0.08], [-0.06, -0.06, -0.09], [-0.01, 0.01, 0.07], [0.35, 0.01, -0.20], [-0.08, -0.09, 0.13], [-0.04, -0.03, -0.02], [-0.07, 0.00, 0.03], [-0.07, 0.00, 0.05], [0.03, -0.01, 0.01], [0.00, 0.09, -0.07], [-0.11, -0.08, -0.04], [0.01, -0.02, 0.02], [0.01, -0.01, 0.02], [0.01, -0.01, 0.01], [-0.04, 0.13, 0.07], [0.03, 0.00, -0.04], [0.02, 0.28, -0.12], [0.01, 0.00, 0.00], [0.00, 0.01, -0.01], [0.00, 0.01, 0.00], [-0.07, -0.21, 0.01], [0.01, 0.03, 0.27], [-0.01, -0.01, -0.12], [0.03, -0.02, -0.07], [0.00, -0.02, -0.05], [-0.01, 0.01, -0.04], [0.02, 0.01, 0.05], [0.13, -0.15, 0.07], [-0.03, -0.08, -0.13], [0.02, 0.01, 0.01], [-0.01, 0.04, -0.02], [-0.02, 0.05, 0.00], [-0.06, 0.02, 0.11], [-0.41, -0.14, -0.13], [0.09, 0.07, 0.16], [0.05, 0.00, 0.01], [0.20, 0.09, 0.10], [0.09, 0.03, 0.06], [-0.19, 0.04, -0.16], [0.12, -0.08, -0.10], [-0.09, 0.09, 0.08], [-0.02, 0.00, 0.01], [-0.03, 0.01, 0.02], [-0.02, 0.00, 0.01], [0.02, 0.01, -0.05], [0.07, -0.04, 0.05], [-0.08, 0.02, -0.07], [0.00, 0.02, -0.01], [0.00, 0.01, -0.01], [0.00, 0.02, 0.00], [0.00, -0.03, 0.06], [0.07, 0.02, 0.08], [-0.02, -0.07, 0.01], [0.00, 0.01, -0.01], [0.00, 0.00, -0.02], [-0.01, 0.02, -0.01], [0.01, -0.01, 0.05], [-0.03, -0.12, 0.16], [0.03, -0.09, -0.17], [-0.05, -0.01, 0.03], [0.03, 0.03, -0.05], [0.04, 0.04, -0.05], [-0.03, 0.02, 0.09], [-0.13, -0.12, -0.21], [-0.02, 0.06, 0.11], [-0.02, 0.02, 0.01], [0.07, 0.02, 0.04], [0.06, 0.05, 0.10], [0.05, -0.06, -0.07], [-0.08, -0.05, 0.04], [0.13, 0.00, 0.00], [0.00, 0.01, -0.01], [0.00, 0.01, -0.01], [0.00, 0.01, -0.01], [0.01, -0.03, 0.04], [0.04, 0.00, 0.08], [-0.03, -0.03, -0.07], [-0.01, -0.01, -0.01], [0.00, 0.00, -0.01], [-0.01, 0.00, -0.01], [0.02, 0.01, 0.00], [-0.11, 0.04, -0.31], [0.00, -0.10, 0.13], [-0.03, 0.04, -0.02], [0.11, 0.05, 0.12], [0.05, -0.03, 0.08], [0.02, 0.06, -0.05]],
  "total_charge": 1,
  "orbital_gap_ev": 8.246,
  "energy_ev": -140452.726
}


Entry 3:
{
  "formula": "C28H52F2N3O9S",
  "method": "ωB97M-V/def2-TZVPD",
  "elements": ["C", "C", "C", "O", "O", "C", "C", "C", "C", "C", "C", "C", "O", "O", "C", "C", "C", "C", "C", "C", "C", "N", "C", "O", "F", "C", "O", "F", "C", "N", "O", "S", "O", "O", "H", "H", "H", "H", "H", "H", "H", "H", "H", "H", "H", "H", "H", "H", "H", "H", "H", "H", "H", "H", "H", "H", "H", "H", "H", "H", "H", "H", "H", "H", "H", "H", "H", "H", "C", "C", "C", "N", "C", "C", "C", "C", "C", "H", "H", "H", "H", "H", "H", "H", "H", "H", "H", "H", "H", "H", "H", "H", "H", "H", "H"],
  "positions_angstrom": [[0.2526, 7.4181, 1.1565], [-1.1831, 6.8907, 1.7501], [-2.4259, 7.0707, 0.6872], [-2.4055, 8.1322, -0.1644], [-3.6090, 6.2012, 0.6024], [-3.3052, 4.9634, -0.1908], [-2.9773, 3.7978, 0.9130], [-3.3393, 2.2721, 0.4638], [-2.5792, 1.0650, 1.2829], [-2.2230, 1.5194, 2.8083], [-1.2599, 0.3737, 3.5630], [-1.2563, 0.5150, 5.1994], [-2.5762, 0.4029, 5.8374], [-1.2468, 0.6837, 0.7056], [-0.2894, 1.7453, 0.6159], [1.0029, 1.1304, -0.2591], [1.4623, 2.1310, -1.4806], [2.2288, 0.7516, 0.7643], [3.2864, -0.2688, 0.0331], [3.0048, 2.0724, 1.3635], [-3.4742, -0.2755, 1.0602], [-4.6391, -0.5903, 1.9087], [-4.4257, -0.7629, 3.3847], [-5.1127, 0.0886, 4.1971], [-3.5998, -1.7813, 4.0710], [-5.1893, -2.0090, 1.6034], [-4.4383, -3.1066, 1.5312], [-6.6587, -2.1991, 1.3067], [-3.9943, -0.4485, -0.5241], [-5.3987, -0.0076, -0.7950], [-3.1568, 0.2341, -1.5191], [-3.2582, 1.9411, -1.3903], [-2.0056, 2.5108, -2.0990], [-4.4805, 2.5527, -2.1811], [0.1813, 8.0520, 0.1754], [0.8910, 6.4638, 0.9007], [0.8632, 8.0229, 1.9703], [-1.4073, 7.5354, 2.7292], [-1.0196, 5.7905, 2.1293], [-4.3013, 4.7693, -0.8193], [-2.3751, 5.1917, -0.8718], [-1.8728, 3.9690, 1.2820], [-3.6629, 4.0419, 1.8598], [-4.4946, 2.1457, 0.7457], [-1.6012, 2.5069, 2.9192], [-3.2213, 1.7285, 3.4302], [-0.1493, 0.6383, 3.2137], [-1.4595, -0.7138, 3.1632], [-0.4461, -0.2357, 5.6192], [-0.8401, 1.6042, 5.4456], [-3.0909, 1.2463, 5.6241], [-0.5788, 2.7223, 0.0530], [0.2212, 2.0946, 1.6372], [0.6678, 0.1077, -0.7752], [1.1446, 3.2412, -1.2715], [0.8965, 1.8027, -2.4731], [2.6173, 2.0425, -1.7132], [1.7795, 0.1758, 1.6958], [2.7236, -1.1258, -0.5329], [3.9216, -0.7750, 0.9010], [3.9862, 0.3463, -0.6774], [4.0050, 1.7139, 1.8876], [2.3157, 2.5799, 2.1920], [3.3101, 2.8152, 0.5066], [-2.7120, -1.1905, 1.1841], [-3.9343, -1.6034, -0.8266], [-5.8051, 0.6455, -0.1041], [-5.5984, 0.2356, -1.7851], [2.0365, -7.2130, -3.4925], [1.7637, -5.7882, -3.9396], [2.9640, -4.8372, -3.9597], [3.5893, -4.4889, -2.5940], [2.5390, -4.2928, -1.5087], [4.6359, -5.5355, -2.1537], [5.9694, -4.9436, -2.5615], [5.7978, -3.4797, -2.2373], [4.4053, -3.1641, -2.7471], [2.3076, -7.2659, -2.4356], [1.1352, -7.8215, -3.6264], [2.8354, -7.6660, -4.0868], [0.9454, -5.3671, -3.3446], [1.3782, -5.8381, -4.9666], [2.6152, -3.8886, -4.3871], [3.7677, -5.2216, -4.5987], [2.0781, -5.2582, -1.2791], [1.7974, -3.5764, -1.8737], [3.0341, -3.9036, -0.6129], [4.5712, -5.6391, -1.0651], [4.4388, -6.4953, -2.6311], [6.1414, -5.0844, -3.6354], [6.8049, -5.3958, -2.0206], [6.5588, -2.8543, -2.7110], [5.8515, -3.3168, -1.1532], [4.4414, -2.9022, -3.8109], [3.9130, -2.3619, -2.1883]],
  "forces_ev_per_a": [[0.66, -0.46, -0.19], [0.12, 0.30, 0.59], [-0.35, 5.29, -4.48], [-0.05, -7.04, 5.74], [3.43, 0.51, -0.21], [-0.32, 0.08, 0.16], [-0.19, 0.88, 0.32], [-1.03, -0.14, 1.62], [0.78, 0.96, 0.32], [-0.55, -0.56, 1.64], [0.58, 0.53, -0.47], [0.73, 1.36, -0.68], [1.01, 1.21, -1.24], [-1.79, 1.41, 0.32], [3.26, 0.84, -0.95], [-0.04, -0.46, -0.02], [-0.43, -0.40, -0.52], [-0.01, -0.12, 0.01], [0.05, 0.30, 1.05], [0.10, -0.67, 0.20], [2.77, -2.45, -1.82], [-1.11, -3.16, 2.11], [-3.55, 5.24, 6.87], [5.12, -6.38, -5.80], [-2.48, 2.96, -3.18], [1.99, -6.80, -2.11], [-5.30, 8.02, 0.57], [5.11, 1.50, 1.37], [-1.61, -0.60, -0.87], [0.84, -0.31, 1.36], [0.02, 1.92, 1.61], [0.19, 3.63, -6.26], [-3.31, -2.54, 3.47], [3.63, -2.99, 3.92], [-0.19, -1.16, 2.08], [-1.16, 1.88, 0.44], [-1.47, -1.25, -1.70], [0.04, -1.39, -2.30], [-0.73, 2.09, -0.88], [2.47, 0.27, 1.36], [-2.02, -0.74, 1.10], [-2.21, -0.74, -0.95], [1.41, -0.64, -2.16], [2.48, 0.23, -0.91], [-1.36, -1.82, -0.84], [2.06, -0.63, -1.42], [-2.33, -0.69, 0.79], [0.17, 2.14, 1.02], [-2.20, 1.29, -0.59], [-0.67, -2.21, -0.58], [1.15, -1.79, 0.44], [-0.20, -2.01, 0.92], [-1.54, -0.93, -1.77], [0.47, 2.20, 1.29], [0.87, -2.12, -0.36], [1.12, 0.78, 2.19], [-2.34, 0.33, 0.63], [0.75, 1.08, -1.93], [0.96, 1.69, 0.90], [-1.10, 1.08, -1.98], [-1.28, -1.38, 1.24], [-2.11, 0.78, -0.99], [1.62, -0.88, -1.94], [-0.78, -1.36, 1.76], [-1.35, 2.15, -0.38], [0.31, 2.62, 0.70], [0.40, -0.59, -0.93], [0.45, -0.18, 1.25], [-0.06, -0.22, 0.09], [-0.01, -0.07, 0.04], [-0.50, 0.19, 0.14], [0.10, 0.34, 0.12], [0.35, -0.21, -0.49], [-0.10, 0.00, -0.17], [0.20, -0.26, -0.09], [0.14, 0.38, 0.33], [-0.08, -0.11, -0.14], [0.02, -0.11, -0.04], [0.22, 0.10, 0.04], [-0.04, -0.02, 0.09], [0.14, 0.07, -0.11], [0.20, 0.26, 0.13], [0.23, -0.13, 0.20], [-0.03, 0.09, 0.27], [0.06, 0.26, -0.11], [0.12, -0.17, 0.11], [-0.04, -0.06, -0.27], [-0.11, 0.05, -0.23], [-0.23, 0.18, 0.12], [0.01, -0.02, 0.15], [-0.18, -0.04, -0.11], [-0.19, 0.00, 0.09], [0.05, -0.03, -0.18], [-0.19, -0.17, 0.26], [-0.07, -0.26, -0.20]],
  "total_charge": 1,
  "orbital_gap_ev": 8.383,
  "energy_ev": -69026.010
}